Record 1
Formula: C26H56N12ORu
Source: the OMol25 dataset
Level of theory: ωB97M-V/def2-TZVPD

Summary:
Total charge: +4
HOMO energy (alpha / beta) (eV): -19.4 / -19.4
LUMO energy (alpha / beta) (eV): -12.143 / -12.882
Spin multiplicity: 5

Geometry as XYZ:
```
96
Properties=species:S:1:pos:R:3:forces:R:3
Ru -0.3010 0.3409 -1.0508 0.086 -0.018 0.232
C -0.1886 1.4131 -3.7529 0.214 -0.022 -0.124
N 0.3374 2.6991 -3.3446 -0.084 -0.011 0.148
C 1.3565 3.3168 -4.2116 -0.018 -0.015 0.066
C -0.0663 3.2148 -2.1694 0.237 -0.061 -0.133
N -0.5760 2.3499 -1.2346 -0.094 -0.067 0.178
C -1.7032 2.8615 -0.4144 0.009 -0.161 -0.048
C -2.6861 1.7341 -0.1446 0.032 -0.080 0.049
N -1.9695 0.5765 0.4862 -0.121 0.100 0.236
C -2.6862 -0.7282 0.3551 0.056 0.060 -0.088
C -1.6726 -1.8530 0.2091 0.030 0.076 0.147
N -0.8453 -1.5751 -0.9796 -0.178 0.039 0.039
C -0.5841 -2.6091 -1.8424 0.094 -0.033 -0.179
N -0.2970 -3.8188 -1.3761 0.073 -0.112 0.109
C -0.6768 -5.0653 -2.0673 0.038 0.015 -0.038
C 0.3995 -4.0246 -0.1053 -0.050 0.020 0.020
N -0.6167 -2.3767 -3.1659 -0.095 0.096 -0.018
C 0.1914 -3.1459 -4.1226 -0.006 -0.030 0.025
C -1.6811 -1.5847 -3.7954 0.130 -0.060 -0.088
C -1.6741 0.9046 1.8948 0.007 -0.006 0.004
C 0.8458 0.9986 1.5724 -0.084 -0.232 -0.037
N 1.1365 0.1872 0.4102 -0.041 0.070 0.104
C 2.2977 -0.5281 0.3735 -0.019 0.395 -0.203
N 2.8545 -1.0295 1.4847 0.033 -0.110 0.059
C 4.3158 -1.0660 1.6880 -0.051 0.002 0.015
C 2.0779 -1.5802 2.5922 0.031 -0.013 -0.075
N 2.9160 -0.6961 -0.8003 0.073 -0.001 -0.120
C 2.8189 0.2615 -1.8999 0.066 -0.123 0.087
C 3.7893 -1.8439 -1.0826 -0.050 0.034 -0.011
N -0.0002 4.5209 -1.9463 0.008 0.179 0.017
C -0.1937 5.5350 -3.0015 0.032 -0.026 0.019
C 0.2644 5.0822 -0.6173 -0.070 -0.025 0.006
H 0.1575 1.1759 -4.7564 -0.050 0.092 -0.063
H -1.2769 1.4007 -3.7413 -0.040 -0.036 0.018
H 0.2292 0.6071 -3.1113 -0.029 -0.147 -0.411
H 2.0575 2.5451 -4.5271 -0.011 -0.020 0.010
H 1.9074 4.0684 -3.6566 -0.006 0.035 0.029
H 0.9125 3.7671 -5.0976 -0.020 0.009 -0.004
H -2.2282 3.6567 -0.9421 -0.015 0.040 -0.070
H -1.3557 3.2987 0.5232 0.078 0.018 0.019
H -3.1027 1.3828 -1.0878 -0.042 -0.044 -0.030
H -3.5193 2.0704 0.4782 0.013 0.046 0.016
H -3.3025 -0.6839 -0.5417 -0.031 0.014 -0.027
H -3.3559 -0.8929 1.2015 0.002 -0.009 0.030
H -2.1932 -2.8044 0.1069 -0.026 -0.047 -0.062
H -1.0564 -1.9121 1.1126 0.056 -0.027 -0.018
H -1.4295 -4.8697 -2.8244 0.012 0.045 -0.009
H -1.1091 -5.7356 -1.3255 0.009 0.012 0.020
H 0.1870 -5.5557 -2.5147 0.001 0.019 -0.001
H 0.8044 -3.0818 0.2581 -0.005 0.009 -0.028
H 1.2199 -4.7238 -0.2700 -0.008 0.004 -0.018
H -0.2645 -4.4589 0.6439 -0.014 0.016 -0.012
H 1.0294 -3.6165 -3.6164 -0.006 0.000 0.020
H 0.5761 -2.4526 -4.8702 -0.003 0.015 0.011
H -0.3943 -3.9044 -4.6415 -0.024 -0.006 0.020
H -2.2518 -1.0454 -3.0480 -0.067 0.063 0.089
H -2.3573 -2.2486 -4.3364 -0.004 -0.023 0.009
H -1.2566 -0.8899 -4.5190 0.003 -0.029 0.025
H -2.4006 0.4174 2.5373 -0.098 -0.003 0.112
H -1.7808 1.9785 2.0315 0.036 0.066 -0.029
H 1.6998 1.0488 2.2433 0.031 0.010 0.038
H 0.6101 2.0140 1.2476 -0.026 0.058 0.000
H 4.8151 -0.4216 0.9707 -0.027 -0.004 -0.003
H 4.7101 -2.0791 1.6171 -0.016 -0.007 -0.014
H 4.5226 -0.6864 2.6884 -0.010 0.001 -0.002
H 1.0420 -1.7326 2.2938 0.024 0.028 -0.013
H 2.1260 -0.9359 3.4720 0.006 0.023 0.035
H 2.5036 -2.5450 2.8685 0.010 -0.014 -0.002
H 2.2077 -0.1395 -2.7134 0.021 -0.010 0.002
H 3.8188 0.4365 -2.2976 0.020 0.009 0.006
H 2.4230 1.2117 -1.5504 -0.044 0.048 0.029
H 3.5927 -2.6493 -0.3819 -0.004 -0.009 0.024
H 4.8432 -1.5718 -1.0398 0.005 0.007 0.004
H 3.5711 -2.1915 -2.0925 -0.011 -0.013 0.011
H -0.6125 5.0856 -3.8954 0.004 -0.051 -0.011
H 0.7377 6.0465 -3.2374 0.026 -0.010 -0.006
H -0.9037 6.2702 -2.6256 -0.006 0.004 0.029
H 0.6534 4.3161 0.0494 -0.014 -0.021 -0.017
H -0.6288 5.5404 -0.1915 -0.006 -0.004 -0.004
H 1.0237 5.8554 -0.7219 0.011 0.013 -0.023
N -0.3244 0.5207 2.3749 0.106 -0.031 -0.113
C -0.1243 0.4377 3.6839 -0.137 0.024 -0.075
N -0.7290 -0.0967 4.6634 0.059 -0.068 0.053
C -1.7220 -1.2092 4.5855 -0.002 0.010 0.028
C -2.9634 -0.8036 5.3794 0.063 0.114 0.022
O -2.6028 -0.4964 6.6970 0.000 0.026 -0.026
C -1.7416 0.6200 6.7740 -0.050 -0.036 -0.107
C -0.4243 0.3168 6.0734 0.008 -0.017 0.015
H -1.2530 -2.0720 5.0590 0.024 -0.011 0.010
H -1.9282 -1.4391 3.5417 -0.016 0.007 -0.024
H -3.6586 -1.6395 5.4098 -0.026 -0.045 0.021
H -3.4633 0.0497 4.8977 -0.007 0.007 0.019
H -1.5521 0.8185 7.8253 0.007 -0.014 0.051
H -2.2114 1.5076 6.3330 -0.037 -0.002 0.002
H 0.0751 -0.5289 6.5473 0.010 -0.006 -0.006
H 0.2390 1.1781 6.0454 0.004 -0.003 0.004
```
Positions in Å, forces in eV/Å.

Record 2
Formula: C26H32CrFN3O3
Source: the OMol25 dataset
Level of theory: ωB97M-V/def2-TZVPD

Summary:
Total charge: +2
HOMO energy (alpha / beta) (eV): -13.2 / -13.8
LUMO energy (alpha / beta) (eV): -5.156 / -5.247
Spin multiplicity: 5

Geometry as XYZ:
```
66
Properties=species:S:1:pos:R:3:forces:R:3
Cr -3.6439 0.2803 -0.0880 0.121 0.114 0.035
C -4.2222 -2.1887 3.7286 -0.421 0.242 -0.471
C -3.7695 -0.7615 3.3779 -0.318 -0.359 0.237
C -3.7934 0.1311 4.6252 -0.573 -0.096 -0.314
C -4.5530 -0.2252 2.1818 0.186 0.716 0.171
C -4.6980 1.1711 1.9628 0.070 -0.153 0.436
C -5.4772 1.6893 0.9304 -0.111 0.005 -0.188
C -6.0653 0.8134 0.0034 -0.071 -0.081 -0.444
C -6.8610 1.2894 -1.1766 0.278 1.215 0.345
C -5.8604 -0.5680 0.1625 -0.562 0.258 0.048
C -5.1608 -1.0724 1.2486 -0.053 -0.836 0.338
H -3.8170 -2.5022 4.6802 0.266 -0.106 0.111
H -3.8992 -2.8700 2.9416 -0.003 -0.249 0.219
H -5.3189 -2.2630 3.8119 0.318 0.117 -0.029
H -2.7343 -0.8179 3.0479 0.300 -0.056 -0.023
H -4.8217 0.2978 4.9939 0.426 -0.070 -0.156
H -3.3304 1.0819 4.4143 0.083 0.448 0.088
H -3.2121 -0.3398 5.4139 -0.031 -0.051 0.041
H -4.2342 1.8713 2.6490 -0.028 -0.132 -0.026
H -5.6197 2.7706 0.8402 0.098 -0.420 -0.034
H -6.6655 0.7087 -2.0551 0.129 -0.455 -0.412
H -6.5740 2.3247 -1.4038 -0.143 -0.225 -0.022
H -7.9317 1.2980 -0.9884 -0.089 -0.161 0.189
H -6.3478 -1.2354 -0.5386 0.210 -0.043 -0.017
H -5.1134 -2.1556 1.3711 0.069 0.373 -0.038
C 2.5681 1.5168 -4.4267 -0.042 0.754 0.365
C 2.0659 0.1294 -4.0478 -0.817 0.638 -0.592
N 1.1018 0.1609 -2.9295 0.137 0.189 0.153
C -0.2010 0.3131 -3.1848 -0.102 -0.382 0.041
C -1.1985 0.3479 -2.2391 -0.465 0.089 0.133
C -2.6330 0.4226 -2.8034 -0.277 0.144 0.118
O -2.7818 0.5377 -3.9944 0.354 -0.054 -0.136
O -3.6506 0.3690 -1.9734 0.855 -0.046 0.065
C -0.8386 0.2919 -0.8666 0.001 -0.085 -0.521
O -1.6618 0.2538 0.1023 -0.278 0.123 0.124
C 0.5839 0.2418 -0.5836 -0.026 -0.029 0.022
C 1.0464 0.2417 0.7405 0.435 0.158 -0.300
C 2.3795 0.1410 0.9888 0.282 -0.414 0.159
F 2.7587 0.1541 2.2772 0.075 0.115 0.372
C 3.3686 -0.0630 -0.0035 -0.138 0.354 -0.175
C 2.8974 -0.0138 -1.3036 -0.156 -0.340 -0.114
C 1.5355 0.1423 -1.6135 -0.102 -0.025 0.293
N 4.7412 -0.2922 0.2601 -0.800 0.093 -0.292
C 5.7131 0.1856 -0.7192 0.078 -0.012 0.503
C 6.8247 -0.8558 -0.8562 -0.185 0.782 0.151
N 6.9286 -1.6012 0.4359 0.480 -0.227 0.379
C 6.7222 -0.6482 1.5821 0.312 -0.250 -0.221
C 5.2696 -0.2244 1.6238 -0.022 0.111 -0.139
H 3.1665 1.4932 -5.3335 0.034 -0.180 -0.067
H 3.1718 2.0168 -3.6510 -0.136 -0.433 -0.087
H 1.7342 2.2113 -4.6128 0.104 -0.393 -0.037
H 2.8418 -0.5499 -3.7914 0.670 -0.495 0.112
H 1.5599 -0.3179 -4.9076 -0.088 0.072 0.196
H -0.4890 0.3351 -4.2237 -0.085 0.087 -0.187
H 0.4006 0.3679 1.5929 -0.302 -0.056 -0.055
H 3.5624 -0.2200 -2.1221 0.132 0.138 0.036
H 6.1267 1.1337 -0.3876 0.146 0.301 0.112
H 5.2901 0.3840 -1.6920 -0.142 -0.103 -0.056
H 7.7589 -0.3249 -1.0469 0.103 -0.464 -0.061
H 6.5766 -1.5613 -1.6190 0.163 -0.486 -0.534
H 7.8427 -2.0508 0.5402 -0.045 0.096 -0.189
H 6.2462 -2.3608 0.4535 -0.184 0.148 0.069
H 7.3955 0.1705 1.3636 0.101 0.240 0.062
H 7.0525 -1.1130 2.4994 -0.021 -0.165 0.212
H 5.2467 0.7733 2.0588 -0.140 0.258 -0.010
H 4.7007 -0.8659 2.2797 -0.067 -0.243 0.014
```
Positions in Å, forces in eV/Å.

Record 3
Formula: C6H12O
Source: the OMol25 dataset
Level of theory: ωB97M-V/def2-TZVPD

Summary:
Total charge: 0
HOMO energy (eV): -9.8
LUMO energy (eV): 1.025

Geometry as XYZ:
```
19
Properties=species:S:1:pos:R:3:forces:R:3
C -2.2419 -0.2650 -0.5965 -0.088 0.447 0.279
C -1.4153 0.4845 0.4749 1.208 0.055 -0.041
C -0.1983 -0.3257 1.0099 -0.286 -0.325 -0.218
C 0.6939 -0.8846 -0.0982 -0.052 -0.631 -0.032
C 1.4917 0.2074 -0.8079 0.091 0.387 -0.402
C 2.4732 0.9091 0.1027 -0.088 -0.549 0.558
O 2.3284 2.0260 0.5178 -0.185 0.477 -0.195
H -3.2801 -0.0782 -0.3596 -0.430 -0.471 0.179
H -1.9908 -1.3242 -0.5267 -0.463 -0.054 -0.126
H -2.2130 0.0394 -1.6534 0.805 0.104 0.372
H -2.0303 0.6706 1.3545 -0.176 0.170 -0.127
H -1.0110 1.4568 0.1498 -0.454 -0.222 -0.107
H -0.5620 -1.1534 1.6057 -0.311 -0.429 0.033
H 0.3626 0.2558 1.7406 0.143 0.336 -0.184
H 0.0559 -1.4482 -0.8022 0.195 0.608 -0.090
H 1.3570 -1.7072 0.2257 0.028 0.580 0.400
H 2.0082 -0.2077 -1.6773 0.154 -0.015 0.080
H 0.8448 1.0080 -1.1693 -0.193 -0.123 -0.080
H 3.3271 0.3366 0.5095 0.102 -0.344 -0.297
```
Positions in Å, forces in eV/Å.

The records above give, respectively, ΔE to the lowest compared entry with this formula, charge and spin values of 19.4; 0.0; 81.3 kJ/mol.